# 1
{
  "formula": "C5H10O2",
  "method": "wB97M-V/def2-TZVPD",
  "homo_lumo_gap_ev": 9.2,
  "max_force_ha_per_bohr": 0.0068,
  "multiplicity": 1,
  "e_above_lowest_kcal_mol": 112.85,
  "homo_ha": -0.306,
  "lumo_ev": 0.93,
  "total_energy_ev": -9438.149,
  "symbols": ["C", "C", "C", "O", "C", "C", "O", "H", "H", "H", "H", "H", "H", "H", "H", "H", "H"],
  "coordinates": [[-1.621, -0.358, -0.392], [-0.619, 0.090, 0.662], [0.619, -0.837, 0.827], [0.481, -2.081, 0.165], [1.462, 0.268, 0.214], [0.372, 1.201, 0.313], [0.347, 1.629, -1.401], [-2.412, 0.387, -0.538], [-2.084, -1.299, -0.084], [-1.128, -0.560, -1.348], [-1.140, 0.301, 1.604], [0.833, -1.017, 1.893], [1.372, -2.419, 0.009], [2.504, 0.484, 0.448], [1.036, 0.709, -1.210], [0.330, 2.213, 0.711], [-0.488, 1.394, -1.842]],
  "mulliken_charge": [-1.673, -0.056, 0.352, -0.571, -1.332, 0.193, -0.639, 0.378, 0.361, 0.383, 0.400, 0.282, 0.316, 0.338, 0.480, 0.420, 0.369]
}

=====

# 2
{
  "formula": "C4H12OS",
  "method": "wB97M-V/def2-TZVPD",
  "homo_lumo_gap_ev": [8.7, 3.7],
  "max_force_ha_per_bohr": 0.0484,
  "s2": 0.753,
  "multiplicity": 2,
  "e_above_lowest_kcal_mol": 39.17,
  "homo_ha": [-0.475, -0.475],
  "charge": 1,
  "lumo_ev": [-4.18, -9.19],
  "total_energy_ev": -17215.228,
  "symbols": ["C", "C", "S", "H", "H", "H", "H", "H", "H", "C", "O", "C", "H", "H", "H", "H", "H", "H"],
  "coordinates": [[3.745, -0.219, 0.727], [2.420, 0.203, 0.048], [2.895, 1.704, -0.885], [4.709, 0.052, 0.290], [3.694, -1.309, 0.751], [3.763, 0.228, 1.721], [2.016, -0.634, -0.518], [1.783, 0.666, 0.809], [1.744, 1.888, -1.604], [-3.037, 0.394, -0.303], [-2.321, 0.798, 0.866], [-3.136, -1.118, -0.535], [-4.028, 0.825, -0.199], [-2.450, 0.756, -1.153], [-2.600, 0.239, 1.578], [-2.087, -1.429, -0.441], [-3.584, -1.600, 0.338], [-3.525, -1.441, -1.491]],
  "mulliken_charge": [-1.075, -0.273, 0.267, 0.401, 0.307, 0.345, 0.374, 0.353, 0.298, -0.189, -0.507, -0.991, 0.276, 0.235, 0.289, 0.252, 0.308, 0.331]
}

=====

# 3
{
  "formula": "C11H14OS2",
  "method": "wB97M-V/def2-TZVPD",
  "homo_lumo_gap_ev": 7.7,
  "max_force_ha_per_bohr": 0.0879,
  "multiplicity": 1,
  "e_above_lowest_kcal_mol": 29.16,
  "homo_ha": -0.342,
  "lumo_ev": -1.64,
  "total_energy_ev": -35349.075,
  "symbols": ["C", "C", "C", "C", "C", "C", "C", "C", "C", "C", "C", "O", "S", "S", "H", "H", "H", "H", "H", "H", "H", "H", "H", "H", "H", "H", "H", "H"],
  "coordinates": [[1.765, -2.275, 1.758], [2.278, -1.594, 0.701], [0.487, -1.963, 2.222], [1.547, -0.552, 0.015], [-0.159, -0.975, 1.567], [0.327, -0.235, 0.456], [-0.409, 0.932, -0.196], [-1.382, -0.611, -1.948], [-0.228, 1.475, -1.613], [-2.797, 1.468, -1.265], [-1.452, 0.706, -1.262], [3.157, 1.658, 1.326], [2.076, 1.277, 3.832], [1.851, 1.803, 1.981], [2.228, -3.110, 2.333], [3.198, -2.031, 0.176], [-0.017, -2.511, 2.960], [2.032, -0.211, -0.956], [-1.160, -0.677, 1.735], [-1.825, -1.378, -1.379], [-0.322, -0.957, -1.986], [-1.735, -0.576, -3.081], [0.619, 1.039, -2.295], [-0.277, 2.671, -1.738], [-0.733, 1.722, 0.474], [-3.482, 0.880, -0.698], [-3.124, 1.648, -2.336], [-2.464, 2.377, -0.782]],
  "mulliken_charge": [-0.285, -0.536, -0.926, 0.606, -0.030, -0.624, -0.463, -1.521, -1.004, -1.404, 1.355, -0.412, -0.182, 0.585, 0.327, 0.260, 0.493, 0.109, 0.482, 0.412, 0.326, 0.292, 0.201, 0.213, 0.715, 0.337, 0.321, 0.353]
}

=====

# 4
{
  "formula": "C19H28BN7PbSi",
  "method": "wB97M-V/def2-TZVPD",
  "homo_lumo_gap_ev": [4.4, 5.6],
  "max_force_ha_per_bohr": 0.1979,
  "multiplicity": 1,
  "homo_ha": [-0.514, -0.525],
  "charge": 2,
  "lumo_ev": [-9.62, -8.70],
  "total_energy_ev": -44371.183,
  "symbols": ["H", "N", "B", "N", "C", "Pb", "H", "C", "H", "C", "H", "C", "H", "H", "H", "N", "N", "N", "N", "C", "C", "H", "H", "C", "C", "C", "C", "H", "H", "H", "H", "H", "C", "Si", "C", "C", "N", "C", "C", "C", "C", "C", "C", "H", "H", "H", "H", "H", "H", "H", "H", "H", "H", "H", "H", "H", "H"],
  "coordinates": [[1.280, -1.017, -2.076], [-0.687, -0.272, -1.756], [-3.166, 0.276, -1.898], [-1.880, -0.453, -2.422], [-1.680, -1.221, -3.512], [-0.458, 1.449, 0.190], [-2.505, -1.461, -4.166], [-0.330, -1.572, -3.552], [0.168, -2.174, -4.285], [0.252, -0.967, -2.423], [-4.097, 0.033, -2.607], [0.301, 2.749, 1.864], [1.298, 2.587, 2.292], [-0.416, 2.099, 2.394], [-0.027, 3.787, 1.990], [-2.847, 1.803, -1.891], [-3.463, -0.158, -0.424], [-1.821, 2.365, -1.122], [-2.575, 0.139, 0.599], [-3.425, 2.765, -2.624], [-4.536, -0.796, 0.081], [-4.231, 2.507, -3.296], [-5.342, -1.093, -0.575], [-2.802, 3.982, -2.343], [-4.349, -0.951, 1.454], [-1.812, 3.712, -1.402], [-3.104, -0.365, 1.735], [-3.041, 4.932, -2.782], [-5.015, -1.427, 2.147], [-1.114, 4.396, -0.924], [-2.596, -0.306, 2.692], [0.634, 2.768, 0.457], [2.912, 1.417, -1.060], [3.240, 0.129, 0.272], [4.321, -1.190, -0.491], [4.066, 0.958, 1.730], [1.737, -0.562, 0.802], [1.477, -1.638, 1.538], [0.162, -2.220, 1.520], [-0.148, -3.344, 2.271], [0.833, -3.952, 3.072], [2.126, -3.414, 3.121], [2.453, -2.282, 2.386], [3.882, 1.668, -1.517], [2.490, 2.349, -0.661], [2.255, 1.046, -1.859], [5.269, -0.751, -0.831], [4.551, -1.992, 0.222], [3.825, -1.648, -1.358], [3.437, 1.753, 2.153], [4.278, 0.236, 2.530], [5.020, 1.402, 1.412], [-0.582, -1.745, 0.875], [-1.159, -3.752, 2.229], [0.588, -4.841, 3.655], [2.893, -3.882, 3.740], [3.462, -1.861, 2.435]],
  "mulliken_charge": [0.430, 0.448, -0.146, -0.140, -0.106, 1.141, 0.477, -1.227, 0.458, -0.479, -0.039, -0.685, 0.149, 0.426, 0.392, 0.050, 0.053, -0.136, 0.098, -0.006, 0.009, 0.473, 0.468, -1.150, -1.146, 0.075, -0.470, 0.424, 0.438, 0.480, 0.489, 0.041, -0.853, -0.171, -1.007, -0.955, 0.185, 0.158, 0.141, -0.809, -0.298, -0.919, 0.159, 0.467, 0.239, 0.265, 0.391, 0.360, 0.350, 0.227, 0.329, 0.365, 0.528, 0.452, 0.426, 0.422, 0.259]
}